Entry 1:
Below is a gas-phase ion, C6H10NO3P (charge -2) in a non-equilibrium geometry, with properties calculated with ωB97M-V with the def2-TZVPD basis set.

Calculated values
E_HOMO in eV: 1.10
Orbital gap in eV: 5.5
E_LUMO in Ha: 0.243

Geometry as ORCA input:
```
! RIJCOSX wB97M-V def2-TZVPD def2/J DEFGRID3
* xyz -2 1
C -1.280 -0.005 0.197
C 0.003 -0.789 0.683
C 1.027 0.143 1.321
C 2.007 0.661 0.313
C -2.137 -1.024 -0.699
C 1.487 1.711 -0.621
N -1.601 1.131 0.469
O 4.188 0.037 -1.387
O 3.319 1.050 0.907
O 3.761 -1.554 0.592
P 3.445 -0.287 -0.130
H -0.338 -1.533 1.420
H 0.469 -1.331 -0.148
H 0.473 0.988 1.750
H 1.596 -0.363 2.105
H -2.262 -0.613 -1.704
H -3.129 -1.148 -0.257
H -1.669 -2.009 -0.789
H 1.252 2.618 -0.061
H 0.564 1.361 -1.078
H 2.244 1.927 -1.375
*
```

Löwdin population analysis, charges in e, atoms 1 to 8: atom 1 (C): -0.6683, atom 2 (C): -0.2034, atom 3 (C): -0.2161, atom 4 (C): -0.5683, atom 5 (C): -0.1492, atom 6 (C): -0.0717, atom 7 (N): -0.0373, atom 8 (O): -0.4080

Entry 2:
Below is a gas-phase ion, C6H10NO5 (charge -1) in a non-equilibrium geometry, with properties calculated with ωB97M-V with the def2-TZVPD basis set.

Calculated values
E_HOMO in eV: -4.70
Orbital gap in eV: 8.1
SMILES: CC(C)(C)[C@H](O[N+](=O)[O-])C(=O)[O-]
E_LUMO in Ha: 0.125

Geometry as ORCA input:
```
! RIJCOSX wB97M-V def2-TZVPD def2/J DEFGRID3
* xyz -1 1
C -1.052 1.480 -0.977
C 1.293 -1.203 0.738
C -1.063 -1.439 0.140
C 0.633 -0.866 -1.663
C 0.138 0.766 -0.061
C 0.263 -0.726 -0.199
N -0.305 2.342 1.753
O -0.937 1.332 -2.214
O 0.390 3.110 1.133
O -1.886 2.043 -0.289
O -0.892 2.542 2.790
O -0.267 1.036 1.378
H 1.290 -2.347 0.946
H 2.451 -1.069 0.706
H 0.962 -0.706 1.668
H -1.901 -1.231 -0.628
H -1.374 -1.226 1.121
H -1.001 -2.580 -0.037
H -0.160 -0.540 -2.310
H 1.441 -0.184 -1.940
H 0.885 -1.980 -1.804
H 1.092 1.446 -0.251
*
```

Löwdin population analysis, charges in e, atoms 1 to 8: atom 1 (C): -0.6669, atom 2 (C): -0.0951, atom 3 (C): -0.0334, atom 4 (C): -0.0654, atom 5 (C): -0.1267, atom 6 (C): -0.6245, atom 7 (N): -0.4429, atom 8 (O): -0.0639

Entry 3:
Below is a gas-phase ion, C6H10NS (charge +1) in a non-equilibrium geometry, with properties calculated with ωB97M-V with the def2-TZVPD basis set.

Calculated values
E_HOMO in eV: -14.02
Orbital gap in eV: 8.5
E_LUMO in Ha: -0.203

Geometry as ORCA input:
```
! RIJCOSX wB97M-V def2-TZVPD def2/J DEFGRID3
* xyz 1 1
C -0.996 -0.180 0.159
C -0.455 0.789 2.266
C -0.930 -0.082 -1.340
C -0.345 -1.289 -0.674
C 1.133 -1.565 -0.666
C 0.584 1.777 0.424
N -0.279 0.757 1.007
S -0.657 0.812 3.779
H -1.954 -0.430 0.599
H -1.857 -0.165 -1.885
H -0.239 0.616 -1.784
H -0.940 -2.195 -0.698
H 1.388 -2.157 -1.543
H 1.408 -2.144 0.214
H 1.734 -0.660 -0.693
H 0.987 2.416 1.209
H 0.007 2.391 -0.267
H 1.413 1.310 -0.106
*
```

Löwdin population analysis, charges in e, atoms 1 to 8: atom 1 (C): -0.1836, atom 2 (C): -0.5782, atom 3 (C): -0.0389, atom 4 (C): -0.2421, atom 5 (C): -0.0412, atom 6 (C): 0.0246, atom 7 (N): -0.1017, atom 8 (S): 1.0542

Entry 4:
Below is a gas-phase ion, C6H10O (charge -1) in a non-equilibrium geometry, with properties calculated with ωB97M-V with the def2-TZVPD basis set.

Calculated values
E_HOMO (alpha / beta) in eV: -0.06 / -1.36
Orbital gap (alpha / beta) in eV: 3.9 / 5.2
E_LUMO (alpha / beta) in Ha: 0.143 / 0.142

Geometry as ORCA input:
```
! RIJCOSX wB97M-V def2-TZVPD def2/J DEFGRID3
* xyz -1 2
C -0.233 -1.331 -3.262
C 0.827 -1.054 -2.180
C 0.206 -0.860 -0.827
C 0.680 -0.099 0.279
C -0.221 0.715 1.013
C -0.030 1.172 2.282
O -1.104 1.586 3.115
H -0.694 -2.301 -3.114
H -0.798 -0.420 -3.443
H 0.299 -1.522 -4.203
H 1.510 -1.936 -2.184
H 1.448 -0.206 -2.481
H -0.781 -1.304 -0.669
H 1.601 -0.263 0.832
H -1.232 0.761 0.603
H 0.957 1.088 2.722
H -0.725 1.671 3.989
*
```

Löwdin population analysis, charges in e, atoms 1 to 8: atom 1 (C): -0.1661, atom 2 (C): -0.3542, atom 3 (C): -0.2486, atom 4 (C): -0.2562, atom 5 (C): -0.2159, atom 6 (C): -0.2724, atom 7 (O): -0.1088, atom 8 (H): 0.0530

Entry 5:
Below is 2 unconnected molecules or ions with the total composition C6H10O in a non-equilibrium geometry, with properties calculated with ωB97M-V with the def2-TZVPD basis set.

Calculated values
E_HOMO (alpha / beta) in eV: -1.40 / -1.41
Orbital gap (alpha / beta) in eV: 5.5 / 5.5
E_LUMO (alpha / beta) in Ha: 0.151 / 0.151

Geometry as ORCA input:
```
! RIJCOSX wB97M-V def2-TZVPD def2/J DEFGRID3
* xyz -1 2
C 1.458 1.283 -1.213
C 1.467 2.643 -1.288
C -0.708 0.595 -0.298
C 0.646 0.443 -0.337
C -1.701 -0.857 1.575
C -1.662 -0.383 0.237
H 2.010 0.696 -1.949
H 1.740 3.125 -2.235
H 1.681 3.169 -0.364
H -1.280 1.477 -0.614
H 1.007 -0.548 -0.063
H -1.459 -1.890 1.903
H -2.414 -0.617 2.404
H -2.373 -0.867 -0.460
H 1.196 -2.776 1.400
H -0.100 -2.411 0.463
O 0.491 -3.082 0.841
*
```

Löwdin population analysis, charges in e, atoms 1 to 8: atom 1 (C): -0.2531, atom 2 (C): -0.0781, atom 3 (C): -0.1971, atom 4 (C): -0.1705, atom 5 (C): -0.1696, atom 6 (C): -0.3373, atom 7 (H): 0.0751, atom 8 (H): 0.0169

Entry 6:
Below is C6H10O in the gas phase, with properties calculated with ωB97M-V with the def2-TZVPD basis set.

Calculated values
E_HOMO in eV: -9.01
Orbital gap in eV: 9.9
SMILES: CC1=CCC[C@H]1O
E_LUMO in Ha: 0.034

Geometry as ORCA input:
```
! RIJCOSX wB97M-V def2-TZVPD def2/J DEFGRID3
* xyz 0 1
C -1.569 1.466 -0.095
C -0.372 0.578 -0.198
C 0.773 0.780 -0.852
C 1.668 -0.432 -0.743
C 1.138 -1.093 0.536
C -0.358 -0.812 0.421
O -1.020 -0.942 1.662
H -1.827 1.644 0.957
H -2.452 1.018 -0.574
H -1.381 2.431 -0.573
H 1.027 1.659 -1.439
H 2.741 -0.220 -0.748
H 1.469 -1.107 -1.588
H 1.375 -2.157 0.605
H 1.521 -0.572 1.423
H -0.778 -1.522 -0.318
H -1.955 -0.720 1.525
*
```

Löwdin population analysis, charges in e, atoms 1 to 8: atom 1 (C): -0.0484, atom 2 (C): -0.2553, atom 3 (C): -0.0495, atom 4 (C): -0.1827, atom 5 (C): -0.1374, atom 6 (C): -0.3704, atom 7 (O): -0.0206, atom 8 (H): 0.0805

Entry 7:
Below is 3 unconnected molecules or ions with the total composition C6H10O, with properties calculated with ωB97M-V with the def2-TZVPD basis set.

Calculated values
E_HOMO in eV: -9.00
Orbital gap in eV: 10.0
SMILES: C=CO.C#C.C=C
E_LUMO in Ha: 0.036

Geometry as ORCA input:
```
! RIJCOSX wB97M-V def2-TZVPD def2/J DEFGRID3
* xyz 0 1
O 1.552 -1.379 1.525
C 1.517 -1.015 0.216
C 0.884 -1.648 -0.768
C -1.888 -0.396 0.556
C -2.425 0.818 0.514
C 0.525 2.194 -0.754
C 1.685 2.320 -1.046
H 1.057 -2.202 1.630
H 2.070 -0.095 0.058
H 0.314 -2.559 -0.599
H 0.908 -1.245 -1.774
H -1.244 -0.708 1.376
H -2.052 -1.123 -0.236
H -3.052 1.137 -0.316
H -2.251 1.544 1.305
H -0.499 2.041 -0.484
H 2.718 2.420 -1.298
*
```

Löwdin population analysis, charges in e, atoms 1 to 8: atom 1 (O): -0.0086, atom 2 (C): -0.3010, atom 3 (C): -0.0174, atom 4 (C): -0.0830, atom 5 (C): -0.1048, atom 6 (C): 0.0081, atom 7 (C): -0.0078, atom 8 (H): 0.0993

Entry 8:
Below is C6H10O in the gas phase, with properties calculated with ωB97M-V with the def2-TZVPD basis set.

Calculated values
E_HOMO in eV: -9.16
Orbital gap in eV: 10.2
SMILES: CC1=CCC[C@H]1O
E_LUMO in Ha: 0.037

Geometry as ORCA input:
```
! RIJCOSX wB97M-V def2-TZVPD def2/J DEFGRID3
* xyz 0 1
C -1.578 -1.421 0.623
C -0.508 -0.396 0.392
C 0.443 -0.028 1.249
C 1.376 1.018 0.697
C 0.955 1.132 -0.788
C -0.377 0.349 -0.927
O -0.443 -0.517 -2.052
H -1.505 -2.258 -0.083
H -2.576 -0.990 0.490
H -1.519 -1.831 1.636
H 0.536 -0.423 2.261
H 2.429 0.734 0.810
H 1.247 1.967 1.235
H 0.850 2.176 -1.102
H 1.693 0.672 -1.457
H -1.212 1.046 -1.082
H 0.189 -1.232 -1.903
*
```

Löwdin population analysis, charges in e, atoms 1 to 8: atom 1 (C): -0.0470, atom 2 (C): -0.2549, atom 3 (C): -0.0518, atom 4 (C): -0.1785, atom 5 (C): -0.1181, atom 6 (C): -0.3446, atom 7 (O): -0.0337, atom 8 (H): 0.0782

Entry 9:
Below is 2 unconnected molecules or ions with the total composition C6H10O, with properties calculated with ωB97M-V with the def2-TZVPD basis set.

Calculated values
E_HOMO in eV: -8.74
Orbital gap in eV: 9.4
SMILES: CC1(O)C=CC=C1.[H][H]
E_LUMO in Ha: 0.025

Geometry as ORCA input:
```
! RIJCOSX wB97M-V def2-TZVPD def2/J DEFGRID3
* xyz 0 1
C -1.778 -0.641 -0.122
C -0.465 -0.163 0.480
O -0.691 -0.234 1.898
C -0.013 1.256 0.148
C 1.318 1.280 -0.001
C 1.831 -0.110 0.015
C 0.803 -0.954 0.168
H -1.982 -1.656 0.234
H -1.786 -0.639 -1.213
H -2.582 0.005 0.242
H 0.144 0.042 2.304
H -0.017 0.330 -2.146
H -0.686 2.106 0.169
H 1.939 2.160 -0.133
H 2.876 -0.377 -0.109
H 0.843 -2.038 0.187
H 0.245 -0.368 -2.122
*
```

Löwdin population analysis, charges in e, atoms 1 to 8: atom 1 (C): -0.0289, atom 2 (C): -0.5770, atom 3 (O): -0.0210, atom 4 (C): -0.0575, atom 5 (C): -0.0929, atom 6 (C): -0.0951, atom 7 (C): -0.0624, atom 8 (H): 0.0883

Entry 10:
Below is C6H10O in the gas phase, with properties calculated with ωB97M-V with the def2-TZVPD basis set.

Calculated values
E_HOMO in eV: -7.46
Orbital gap in eV: 7.3
E_LUMO in Ha: -0.005

Geometry as ORCA input:
```
! RIJCOSX wB97M-V def2-TZVPD def2/J DEFGRID3
* xyz 0 1
O -0.210 0.926 -2.247
C -0.444 0.599 -0.979
C 0.567 1.093 0.022
C 0.790 0.146 1.201
C 0.977 -1.277 0.660
C -1.819 -0.778 0.471
C -1.653 -0.035 -0.707
H 0.647 1.370 -2.327
H 0.479 -1.359 -0.313
H 0.193 2.082 0.332
H 1.524 1.276 -0.490
H -0.074 0.185 1.864
H 1.667 0.493 1.760
H 2.029 -1.509 0.492
H 0.518 -2.027 1.309
H -2.819 -1.249 0.473
H -2.373 0.063 -1.522
*
```

Löwdin population analysis, charges in e, atoms 1 to 8: atom 1 (O): 0.1127, atom 2 (C): -0.3152, atom 3 (C): -0.1380, atom 4 (C): -0.2634, atom 5 (C): -0.1326, atom 6 (C): 0.0665, atom 7 (C): -0.1899, atom 8 (H): 0.1247

Entry 11:
Below is C6H10O in the gas phase, with properties calculated with ωB97M-V with the def2-TZVPD basis set.

Calculated values
E_HOMO (alpha / beta) in eV: -5.61 / -6.62
Orbital gap (alpha / beta) in eV: 6.2 / 7.5
E_LUMO (alpha / beta) in Ha: 0.022 / 0.034

Geometry as ORCA input:
```
! RIJCOSX wB97M-V def2-TZVPD def2/J DEFGRID3
* xyz 0 1
C -2.021 -0.492 0.295
C -0.841 -0.005 -0.506
O -0.622 1.398 -0.182
C 0.683 1.651 -0.239
C 1.463 0.484 -0.523
C 0.956 -1.015 1.101
C 0.528 -0.703 -0.242
H -2.899 0.130 0.099
H -1.776 -0.473 1.361
H -2.251 -1.525 0.019
H -1.037 -0.028 -1.588
H 1.208 1.213 -1.513
H 0.999 2.638 0.081
H 2.541 0.455 -0.415
H 0.893 -0.272 1.891
H 1.499 -1.930 1.306
H 0.677 -1.526 -0.946
*
```

Löwdin population analysis, charges in e, atoms 1 to 8: atom 1 (C): -0.0366, atom 2 (C): -0.3121, atom 3 (O): -0.0335, atom 4 (C): -0.1776, atom 5 (C): -0.1264, atom 6 (C): -0.0284, atom 7 (C): -0.3770, atom 8 (H): 0.0830

Entry 12:
Below is C6H10O in the gas phase, with properties calculated with ωB97M-V with the def2-TZVPD basis set.

Calculated values
E_HOMO in eV: -9.38
Orbital gap in eV: 10.3
SMILES: O[C@@H]1C=CCCC1
E_LUMO in Ha: 0.035

Geometry as ORCA input:
```
! RIJCOSX wB97M-V def2-TZVPD def2/J DEFGRID3
* xyz 0 1
O 2.146 -1.013 0.851
C 1.224 -0.414 -0.057
C -0.056 -1.284 -0.109
C -1.366 -0.560 0.236
C -1.425 0.819 -0.421
C -0.214 1.620 -0.006
C 0.955 1.035 0.253
H 3.020 -0.730 0.553
H 1.729 -0.397 -1.043
H 0.096 -2.122 0.578
H -0.144 -1.717 -1.111
H -1.454 -0.423 1.321
H -2.216 -1.180 -0.080
H -1.463 0.702 -1.515
H -2.341 1.349 -0.132
H -0.312 2.699 0.104
H 1.820 1.614 0.578
*
```

Löwdin population analysis, charges in e, atoms 1 to 8: atom 1 (O): -0.0458, atom 2 (C): -0.3788, atom 3 (C): -0.1311, atom 4 (C): -0.2038, atom 5 (C): -0.2031, atom 6 (C): -0.0974, atom 7 (C): -0.0583, atom 8 (H): 0.0894

Entry 13:
Below is C6H10O in the gas phase, with properties calculated with ωB97M-V with the def2-TZVPD basis set.

Calculated values
E_HOMO in eV: -9.56
Orbital gap in eV: 10.5
SMILES: C[C@H]1CC=C[C@H]1O
E_LUMO in Ha: 0.035

Geometry as ORCA input:
```
! RIJCOSX wB97M-V def2-TZVPD def2/J DEFGRID3
* xyz 0 1
C 0.232 1.949 0.215
C -0.458 0.598 0.087
C -0.508 -0.024 -1.326
C -0.479 -1.503 -1.032
C -0.041 -1.760 0.198
C 0.138 -0.505 1.015
O 1.487 -0.249 1.403
H 1.286 1.878 -0.067
H -0.250 2.711 -0.408
H 0.191 2.292 1.255
H -1.505 0.712 0.397
H 0.370 0.239 -1.934
H -1.388 0.294 -1.900
H -0.779 -2.260 -1.751
H 0.174 -2.751 0.591
H -0.461 -0.553 1.936
H 1.991 -1.067 1.321
*
```

Löwdin population analysis, charges in e, atoms 1 to 8: atom 1 (C): -0.0710, atom 2 (C): -0.3171, atom 3 (C): -0.1524, atom 4 (C): -0.0775, atom 5 (C): -0.0539, atom 6 (C): -0.3430, atom 7 (O): -0.0325, atom 8 (H): 0.0781

Entry 14:
Below is C6H10O in the gas phase, with properties calculated with ωB97M-V with the def2-TZVPD basis set.

Calculated values
E_HOMO in eV: -9.71
Orbital gap in eV: 10.8
SMILES: C[C@H]1C[C@H]1CC=O
E_LUMO in Ha: 0.039

Geometry as ORCA input:
```
! RIJCOSX wB97M-V def2-TZVPD def2/J DEFGRID3
* xyz 0 1
C -2.139 -0.281 0.052
C -1.106 0.753 -0.337
C -0.110 1.272 0.665
C 0.355 0.438 -0.495
C 0.971 -0.916 -0.239
C 2.448 -0.769 0.065
O 3.117 0.171 -0.290
H -3.089 0.206 0.301
H -1.831 -0.857 0.931
H -2.330 -0.987 -0.765
H -1.473 1.490 -1.049
H 0.144 2.327 0.686
H -0.112 0.794 1.644
H 0.870 0.982 -1.282
H 0.886 -1.575 -1.118
H 0.489 -1.454 0.587
H 2.912 -1.594 0.644
*
```

Löwdin population analysis, charges in e, atoms 1 to 8: atom 1 (C): -0.0741, atom 2 (C): -0.3025, atom 3 (C): -0.0819, atom 4 (C): -0.2758, atom 5 (C): -0.1326, atom 6 (C): -0.2529, atom 7 (O): 0.0534, atom 8 (H): 0.0751

Q: Which energy above the lowest of the compared OMol25 structures with the same formula, charge and spin values were calculated for the entries above? A: 1.077 0.000 1.148 1.464 3.657 0.126 3.729 0.032 1.943 3.765 4.839 0.255 0.267 0.735, in eV.